ORCA calculation (ωB97M-V/def2-TZVPD) on 13 unconnected molecules or ions with the total composition C29H68N12O31S.

Atoms and positions in Å:
C (-8.23432, -3.54508, -3.10848)
C (-6.94817, -4.17221, -3.61808)
O (-5.88054, -3.57369, -2.89841)
C (-4.62254, -3.60522, -3.53979)
C (-4.34012, -2.24805, -4.20871)
O (-2.97757, -1.87146, -4.07653)
C (-2.71496, -0.91076, -3.08715)
C (-2.48458, 0.51101, -3.68622)
C (-1.37482, 1.22228, -2.91601)
C (-1.60414, 1.26569, -1.38806)
C (-0.39751, 0.75733, -0.55967)
C (0.19952, 1.83329, 0.36405)
C (-0.59523, 1.97011, 1.68177)
C (0.23306, 1.45143, 2.84844)
O (-0.60672, 1.14413, 3.98126)
C (-1.10808, 2.19212, 4.63372)
C (-2.37165, 1.85463, 5.36646)
O (-0.59232, 3.27629, 4.64281)
C (-3.80596, 1.27520, -3.66257)
C (-3.75318, 2.66021, -4.31391)
C (-2.88700, 2.68375, -5.59481)
S (-2.66564, 1.05849, -6.23678)
O (-1.68907, 1.10851, -7.29091)
O (-3.94039, 0.48710, -6.55796)
O (-1.97532, 0.30388, -5.05065)
H (-7.98458, -2.50101, -2.89948)
H (-8.55074, -4.01848, -2.17751)
H (-9.04017, -3.57600, -3.83450)
H (-6.96197, -5.25675, -3.45841)
H (-6.85053, -3.99868, -4.69621)
H (-3.83777, -3.80792, -2.80894)
H (-4.59564, -4.39349, -4.29514)
H (-5.01637, -1.50739, -3.77043)
H (-4.56256, -2.29651, -5.27759)
H (-3.54528, -0.85411, -2.37647)
H (-1.81206, -1.21280, -2.54589)
H (-1.26226, 2.24573, -3.28677)
H (-0.43946, 0.71579, -3.16953)
H (-1.74230, 2.31462, -1.11357)
H (-2.50377, 0.72162, -1.10152)
H (-0.67231, -0.12544, 0.02610)
H (0.40071, 0.43118, -1.23365)
H (1.23721, 1.57202, 0.58730)
H (0.17571, 2.77658, -0.18558)
H (-1.52505, 1.39519, 1.64722)
H (-0.83651, 3.02133, 1.85651)
H (0.72593, 0.51849, 2.57711)
H (1.00763, 2.16050, 3.13868)
H (-2.28355, 0.88485, 5.85134)
H (-2.56944, 2.63972, 6.09465)
H (-3.19091, 1.84856, 4.64534)
H (-4.58761, 0.66605, -4.11827)
H (-4.08693, 1.37939, -2.61233)
H (-4.77326, 2.90958, -4.61476)
H (-3.43713, 3.44007, -3.62168)
H (-3.34620, 3.25079, -6.40280)
H (-1.88506, 3.06322, -5.38511)
C (-1.77580, -7.22891, -2.44405)
N (-3.21309, -6.96723, -2.15381)
O (-3.85998, -6.37637, -2.99326)
O (-3.63615, -7.36224, -1.08875)
H (-1.54584, -6.81924, -3.42011)
H (-1.19642, -6.74781, -1.66211)
H (-1.63219, -8.30458, -2.41705)
C (-1.65459, -0.15932, -10.07454)
N (-1.29024, -0.92076, -11.30072)
O (-2.18202, -1.25938, -12.05072)
O (-0.11053, -1.15552, -11.46928)
H (-2.72907, -0.02577, -10.05635)
H (-1.31851, -0.73238, -9.21742)
H (-1.14001, 0.79483, -10.11669)
C (4.07555, 2.15664, 4.76214)
N (4.39485, 1.34057, 3.56325)
O (3.46929, 1.00592, 2.84834)
O (5.55826, 1.05785, 3.37326)
H (3.00254, 2.30707, 4.79131)
H (4.42602, 1.60085, 5.62773)
H (4.60548, 3.09722, 4.67010)
C (7.69452, 0.41665, 6.94942)
N (6.39419, 1.10548, 7.14902)
O (6.38502, 2.31706, 7.24050)
O (5.39465, 0.41091, 7.20883)
H (8.47068, 1.16910, 6.91895)
H (7.83362, -0.26309, 7.77713)
H (7.63764, -0.12497, 6.01203)
C (8.73969, 2.72662, 10.85021)
N (8.80333, 1.24005, 10.78904)
O (9.16259, 0.64015, 11.77690)
O (8.48269, 0.73115, 9.73339)
H (9.04836, 3.03916, 11.84034)
H (9.40522, 3.10923, 10.08266)
H (7.71405, 3.01356, 10.63868)
C (10.64167, -3.06750, 5.42055)
N (9.88437, -1.98254, 6.10569)
O (9.07001, -2.29552, 6.94925)
O (10.13142, -0.83992, 5.76942)
H (10.31813, -4.01759, 5.82180)
H (10.43002, -2.98886, 4.35984)
H (11.69477, -2.89108, 5.61559)
C (1.48021, 1.61346, -7.00373)
N (1.71227, 2.67643, -5.98711)
O (0.77665, 3.39837, -5.69711)
O (2.82098, 2.75118, -5.50363)
H (0.44928, 1.67968, -7.32746)
H (2.17442, 1.78271, -7.82161)
H (1.68280, 0.66150, -6.52224)
C (-9.65697, -4.70779, -7.89172)
N (-9.17209, -4.28763, -6.54727)
O (-9.16563, -5.11687, -5.66114)
O (-8.81100, -3.13571, -6.43305)
H (-9.94010, -5.75192, -7.83963)
H (-10.50292, -4.07500, -8.14162)
H (-8.84245, -4.54775, -8.59143)
C (-1.64554, 5.70733, 6.91426)
N (-2.90598, 6.40241, 7.29127)
O (-2.91371, 7.61495, 7.28254)
O (-3.84987, 5.69630, 7.58122)
H (-0.89787, 6.45631, 6.68295)
H (-1.34559, 5.09628, 7.76004)
H (-1.85620, 5.08273, 6.05048)
C (11.83514, -6.53463, 2.06446)
N (11.39111, -5.39831, 2.91810)
O (11.61417, -5.46048, 4.11037)
O (10.83152, -4.47949, 2.35930)
H (12.31308, -7.26992, 2.69995)
H (10.95102, -6.93714, 1.57994)
H (12.52371, -6.13278, 1.32766)
C (-7.54932, -0.11277, -0.67970)
N (-6.47000, 0.72714, -1.26736)
O (-6.69858, 1.30275, -2.30942)
O (-5.41620, 0.77620, -0.66197)
H (-8.41196, -0.06227, -1.33290)
H (-7.16115, -1.12568, -0.61420)
H (-7.77670, 0.28324, 0.30524)
C (2.01093, 6.35289, 4.06577)
N (3.39283, 5.91953, 4.41426)
O (3.89240, 5.03975, 3.74155)
O (3.92320, 6.47062, 5.35307)
H (1.67482, 5.76955, 3.21734)
H (1.38996, 6.17716, 4.93861)
H (2.05463, 7.41252, 3.83346)

Results
- gap between HOMO and LUMO (Ha) = 0.3251
- charge = 0
- calculated total energy (a.u.) = -4532.31073
- largest force on an atom (hartree/bohr) = 0.01745



ORCA calculation (ωB97M-V/def2-TZVPD) on 3 unconnected molecules or ions with the total composition C29H69BrN6O5P2 at a distorted geometry.

Atoms and positions in Å:
C (-0.70914, -5.14638, 3.64826)
C (0.09046, -4.53785, 2.50245)
C (-0.57186, -3.29503, 1.88127)
C (-0.86257, -2.15637, 2.86439)
C (0.19480, -1.02174, 3.00809)
C (1.46509, -1.10218, 2.16162)
C (2.56668, -2.03045, 2.73965)
C (3.92341, -1.32449, 2.88765)
C (4.76850, -1.28795, 1.61644)
C (4.23602, -0.38307, 0.50338)
C (4.20699, 1.10000, 0.89668)
C (4.48605, 2.06410, -0.26690)
C (3.71340, 1.69938, -1.52022)
O (3.68192, 2.82038, -2.42881)
C (4.83007, 3.08571, -3.07937)
O (5.20309, 4.20068, -3.28030)
O (5.50680, 1.98241, -3.51147)
C (5.50415, 1.81903, -4.94120)
C (4.12500, 1.95199, -5.59708)
C (3.95478, 0.86620, -6.66707)
Br (3.97976, 3.67826, -6.49300)
H (-0.63788, -4.54222, 4.55451)
H (-1.76927, -5.21834, 3.40140)
H (-0.32802, -6.13525, 3.90150)
H (1.13656, -4.37505, 2.75937)
H (0.09142, -5.28512, 1.70080)
H (-1.54415, -3.66297, 1.53796)
H (-0.04114, -2.98679, 0.98201)
H (-1.07643, -2.55908, 3.85290)
H (-1.79194, -1.68326, 2.54307)
H (0.52327, -1.01153, 4.05203)
H (-0.28985, -0.05656, 2.85867)
H (1.89503, -0.09723, 2.18072)
H (1.26766, -1.31527, 1.11077)
H (2.69002, -2.92667, 2.13292)
H (2.25084, -2.26274, 3.75841)
H (3.78049, -0.31208, 3.27610)
H (4.50340, -1.85541, 3.64751)
H (5.78309, -0.94990, 1.84704)
H (4.87801, -2.29698, 1.20803)
H (4.90390, -0.47794, -0.35855)
H (3.25653, -0.71993, 0.16048)
H (4.92378, 1.29455, 1.69658)
H (3.22204, 1.37666, 1.28253)
H (5.55890, 2.15260, -0.45514)
H (4.13111, 3.04871, 0.04557)
H (2.67242, 1.49027, -1.27486)
H (4.12159, 0.81062, -1.99496)
H (5.87542, 0.81451, -5.12664)
H (6.21563, 2.52939, -5.36004)
H (3.31981, 1.83102, -4.87696)
H (2.91340, 0.81582, -6.97718)
H (4.58223, 1.09838, -7.52414)
H (4.21661, -0.10001, -6.23401)
C (-6.76184, -4.00838, 0.11619)
N (-6.23179, -3.41930, -1.09294)
C (-6.65186, -2.04746, -1.33431)
P (-4.91409, -3.92645, -2.04372)
O (-3.78717, -3.03749, -1.67168)
N (-4.23703, -5.48156, -1.65882)
C (-4.81142, -6.40621, -0.69918)
C (-2.78087, -5.49945, -1.54201)
N (-5.82622, -4.47067, -3.32469)
C (-7.22386, -4.85046, -3.26693)
C (-5.09294, -4.92948, -4.49952)
H (-7.85328, -3.91081, 0.12707)
H (-6.37148, -3.53160, 1.02460)
H (-6.56047, -5.07051, 0.18105)
H (-7.29273, -1.97230, -2.22326)
H (-5.79561, -1.38458, -1.48087)
H (-7.21633, -1.66656, -0.48428)
H (-4.79615, -6.01991, 0.32770)
H (-4.23901, -7.33611, -0.70765)
H (-5.83227, -6.69065, -0.96476)
H (-2.43644, -5.14632, -0.56126)
H (-2.32025, -4.87509, -2.30220)
H (-2.41082, -6.51604, -1.69791)
H (-7.42148, -5.62535, -2.52135)
H (-7.52137, -5.24559, -4.23824)
H (-7.87544, -4.00113, -3.06009)
H (-4.89243, -6.00508, -4.45346)
H (-4.13515, -4.41277, -4.57786)
H (-5.64694, -4.70969, -5.41358)
C (0.70404, 5.89434, 4.21709)
N (0.58079, 4.87544, 3.19965)
C (0.75537, 3.51407, 3.67880)
P (-0.11202, 4.98674, 1.64492)
O (-1.45560, 4.37154, 1.76663)
N (-0.53369, 6.58021, 1.09551)
C (-0.19978, 7.79916, 1.80811)
C (-1.87557, 6.69871, 0.52679)
N (1.32727, 4.91313, 0.81745)
C (2.63268, 5.23657, 1.35873)
C (1.24783, 4.85486, -0.63996)
H (1.65375, 5.77183, 4.75050)
H (-0.10604, 5.85337, 4.95698)
H (0.72756, 6.89353, 3.79979)
H (1.66361, 3.05273, 3.26390)
H (-0.09439, 2.88082, 3.41035)
H (0.84216, 3.49915, 4.76468)
H (-0.70368, 7.87776, 2.77964)
H (-0.50442, 8.66090, 1.21064)
H (0.87818, 7.90928, 1.94816)
H (-2.65355, 6.80609, 1.29297)
H (-2.12118, 5.83143, -0.07890)
H (-1.90588, 7.57444, -0.12634)
H (2.68025, 6.24663, 1.77456)
H (3.36913, 5.17810, 0.55692)
H (2.94840, 4.53292, 2.13094)
H (1.28804, 5.85202, -1.08962)
H (0.31591, 4.38258, -0.95637)
H (2.05968, 4.25384, -1.05144)

Results
- energy relative to the best compared isomer or geometry (same formula, charge and spin) (kcal per mole) = 0.00
- gap between HOMO and LUMO (Ha) = 0.3269
- charge = 0
- calculated total energy (a.u.) = -5107.78159
- largest force on an atom (hartree/bohr) = 0.08843
- SMILES = CCCCCCCCCCCCCOC(=O)OC[C@H](C)Br.CN(C)P(=O)(N(C)C)N(C)C.CN(C)P(=O)(N(C)C)N(C)C



Q: calculated total energy of number 2 (C29H69BrN6O5P2)?
A: -5107.78159 a.u.